C78H181N11O18 | ωB97M-V/def2-TZVPD

The geometry in XYZ format:
```
288
Properties=species:S:1:pos:R:3:forces:R:3:mulliken_charge:R:1
C 2.49961 -1.70338 4.09150 0.61 -0.21 0.68 -2.629
C 3.18051 -2.95556 3.50417 0.81 -0.67 0.52 2.254
C 2.28099 -4.20357 3.79252 -0.98 0.46 -0.89 -1.312
C 3.38626 -2.68204 2.00063 -1.33 -0.32 -0.72 0.089
C 4.17547 -3.73408 1.25070 -0.15 0.45 0.55 -0.690
C 5.56371 -3.77327 1.91053 -0.99 -1.98 -0.50 -1.756
C 5.52400 -4.05270 3.45650 0.39 0.90 -0.43 1.661
C 5.18916 -5.53736 3.75636 -0.27 0.15 -1.00 -1.523
C 6.97283 -3.70243 3.92525 -0.90 -0.80 0.96 -1.907
N 4.52764 -3.12516 4.09793 1.09 0.99 -3.70 0.300
O 4.52767 -3.26506 5.43203 -0.32 -0.47 2.53 -0.487
H 1.62278 -1.36656 3.53849 -0.11 -0.36 -0.06 0.042
H 2.24332 -1.90524 5.13153 -0.32 0.04 0.02 0.579
H 3.18917 -0.86020 4.13202 0.21 0.00 -0.22 0.641
H 2.55737 -5.14547 3.31867 0.34 0.26 -0.06 0.198
H 2.01818 -4.44077 4.82342 0.72 0.41 0.31 0.382
H 1.30401 -3.96079 3.37457 -0.28 -0.01 -0.27 0.145
H 2.36332 -2.65637 1.62509 -0.19 0.09 -0.31 -0.643
H 3.79425 -1.69846 1.76779 0.20 0.19 0.60 0.359
H 3.56316 -4.63575 1.23799 0.50 -0.64 0.76 0.254
H 4.24719 -3.61564 0.16953 0.20 0.88 -0.05 0.552
H 6.18967 -2.94046 1.59006 -0.33 0.41 0.49 0.372
H 6.01427 -4.62146 1.39509 0.64 -0.33 0.46 0.506
H 4.45421 -5.82915 3.00617 -0.04 -0.22 -0.02 0.361
H 4.71812 -5.75134 4.71575 0.35 0.37 0.16 0.240
H 6.04102 -6.19587 3.58663 0.14 0.09 0.22 0.390
H 7.01668 -3.78058 5.01156 -0.01 0.18 0.19 0.461
H 7.34563 -2.72039 3.63419 -0.21 -0.10 -0.22 0.389
H 7.62698 -4.51211 3.60183 0.15 0.24 -0.40 0.410
H 5.01833 -2.49794 5.73599 -0.02 0.05 0.34 0.376
C -5.57955 2.31975 -4.51539 -0.82 -0.46 0.07 -2.045
C -4.15093 1.75880 -4.52047 -0.06 0.09 -0.67 1.825
C -3.32454 2.53791 -3.43688 -0.09 -0.53 -0.73 -1.555
C -4.23179 0.27163 -4.01543 -0.64 -0.10 -0.85 -0.829
C -4.73380 -0.74642 -5.08782 1.89 0.02 -0.75 -0.875
C -3.76953 -0.62358 -6.33693 -1.04 1.03 0.01 -1.177
C -3.79641 0.81985 -6.98174 0.21 0.45 0.37 1.056
C -2.63512 0.84135 -8.06938 -1.41 0.90 0.27 -1.811
C -5.15085 1.14660 -7.73251 0.69 -0.39 -0.29 -1.656
N -3.46930 1.82946 -5.88536 0.56 -2.00 0.72 1.168
O -3.42474 3.13552 -6.40978 -0.75 0.07 0.19 -0.691
H -5.76510 3.28528 -4.98594 0.63 0.25 0.34 0.348
H -6.34332 1.69664 -4.98068 0.36 -0.54 -0.38 0.393
H -5.91242 2.28428 -3.47806 0.01 0.64 0.20 0.481
H -2.25700 2.38511 -3.59537 0.08 -0.01 0.01 -0.251
H -3.52317 3.60758 -3.37026 -0.12 0.03 -0.39 0.560
H -3.57261 2.12000 -2.46121 -0.02 -0.04 0.06 0.450
H -3.28626 -0.05569 -3.58306 0.33 0.00 -0.41 -0.227
H -4.89730 0.26786 -3.15220 -0.24 0.13 0.00 0.599
H -4.65894 -1.78348 -4.76071 0.23 0.02 0.51 0.281
H -5.78530 -0.68412 -5.36810 0.04 0.69 -0.10 0.436
H -3.95392 -1.37839 -7.10136 -0.79 0.17 -0.26 0.528
H -2.73131 -0.88975 -6.13854 0.13 0.43 0.86 0.289
H -2.56180 1.84686 -8.48372 0.19 0.24 0.30 0.434
H -2.95675 0.28381 -8.94905 0.10 -0.55 0.21 0.426
H -1.65100 0.52761 -7.72127 -0.22 -0.13 0.20 0.296
H -5.18708 2.10363 -8.25297 0.75 0.19 0.08 0.388
H -6.10224 1.17294 -7.20122 0.32 -0.57 0.59 0.281
H -5.19128 0.39350 -8.51947 -0.43 -0.11 -0.06 0.440
H -2.54131 3.43451 -6.18229 0.18 0.01 -0.04 0.222
C 1.67372 3.34412 -7.33789 0.31 0.97 0.38 -2.194
C 1.20518 4.69484 -6.73378 -1.04 -0.77 0.88 2.186
C -0.27492 4.46608 -6.18811 -0.11 1.63 -0.60 -2.294
C 2.04061 5.03802 -5.44207 -0.44 -0.28 -0.39 -0.442
C 1.84755 6.46755 -4.94557 0.45 -0.11 -2.15 -0.578
C 2.32736 7.30768 -6.15016 -0.27 0.83 0.40 -1.424
C 1.54055 7.10734 -7.48715 -1.37 0.72 0.36 1.748
C 0.12530 7.78661 -7.37167 0.23 0.50 -0.62 -1.624
C 2.29495 7.87433 -8.58526 0.10 -0.94 -0.39 -1.984
N 1.36942 5.69402 -7.80208 2.05 -0.43 1.75 0.526
O 0.67192 5.35647 -8.95614 -0.66 0.54 -0.11 -0.499
H 2.59254 3.53652 -7.89184 0.14 -0.03 -0.05 0.584
H 1.93805 2.66668 -6.52591 -0.41 -0.36 -0.14 0.195
H 0.93058 2.98140 -8.04802 0.02 -0.35 0.33 0.379
H -1.00863 4.28440 -6.97345 0.36 -0.99 -0.34 0.837
H -0.33573 3.82445 -5.30906 0.14 -0.57 -0.39 0.457
H -0.73959 5.38938 -5.84213 0.52 0.50 0.42 0.504
H 1.73163 4.37708 -4.63226 -0.01 -0.48 -0.24 -0.189
H 3.08750 4.82835 -5.66149 0.20 0.16 0.07 0.078
H 0.78482 6.65197 -4.78842 0.04 0.09 0.34 0.291
H 2.43993 6.66127 -4.05133 -0.15 0.09 0.01 0.437
H 3.41123 7.24839 -6.24923 0.15 -0.86 -0.44 0.054
H 2.27196 8.37452 -5.93364 -0.56 0.23 0.05 0.646
H -0.67999 7.17394 -6.96641 0.35 0.00 0.40 0.227
H -0.23256 8.06370 -8.36327 0.08 -0.31 -0.30 0.408
H 0.18314 8.76510 -6.89488 0.01 -0.13 0.52 0.383
H 2.48688 8.90209 -8.27707 -0.10 -0.02 -0.13 0.385
H 1.75876 7.82977 -9.53321 -0.40 0.38 0.13 0.415
H 3.23031 7.38292 -8.85306 0.36 0.01 0.49 0.392
H 1.35826 5.07492 -9.56545 0.06 -0.07 -0.17 0.351
C -2.84415 -3.14900 0.05408 -0.71 -1.04 -0.35 -1.581
C -3.81336 -4.33104 -0.20168 -0.19 -0.73 -1.36 2.125
C -4.65381 -3.94943 -1.49194 0.49 -0.05 0.16 -2.237
C -2.99206 -5.65782 -0.43172 -0.12 0.03 0.23 -0.441
C -3.77536 -6.98000 -0.25842 0.19 0.75 -0.27 -1.106
C -4.52619 -7.03774 1.08678 0.36 0.96 -1.13 -1.044
C -5.36924 -5.74790 1.28489 -1.23 -0.37 1.19 1.016
C -6.70050 -5.90451 0.45220 0.89 -0.15 0.26 -1.735
C -5.64849 -5.63033 2.87075 -0.43 -0.39 -1.17 -1.499
N -4.63553 -4.52886 0.94861 1.91 -3.16 0.06 1.537
O -5.32605 -3.42890 1.28194 -1.32 1.88 0.68 -0.653
H -3.35058 -2.20958 -0.16753 0.09 0.08 0.17 0.467
H -2.53250 -3.18872 1.09783 0.35 0.15 -0.15 -0.427
H -2.04207 -3.31620 -0.66481 0.37 0.40 0.26 0.368
H -4.90554 -4.77189 -2.16147 0.12 -0.29 0.17 0.355
H -5.59245 -3.45006 -1.25176 0.08 0.05 0.32 0.350
H -4.06400 -3.24026 -2.07273 0.01 0.00 -0.20 0.485
H -2.52000 -5.62667 -1.41370 -0.24 0.10 -0.27 0.606
H -2.12015 -5.73402 0.21794 -0.23 0.55 0.45 -0.372
H -4.41457 -7.08628 -1.13490 -0.61 0.01 0.19 0.409
H -3.09894 -7.82738 -0.37025 0.25 0.00 0.24 0.464
H -3.82025 -7.12086 1.91312 0.16 -0.05 -0.02 0.352
H -5.15582 -7.92702 1.05758 -0.19 0.14 0.39 0.448
H -6.43659 -5.82746 -0.60256 -0.11 0.31 -0.06 0.394
H -7.47222 -5.17964 0.71129 0.15 0.04 -0.04 0.306
H -7.09233 -6.91798 0.53849 -0.17 0.02 0.39 0.387
H -5.99233 -6.58617 3.26603 0.18 -0.23 -0.10 0.456
H -6.43900 -4.93469 3.15235 -0.03 0.23 -0.39 0.323
H -4.75595 -5.31285 3.40989 0.15 -0.17 -0.22 0.063
H -4.98943 -3.34541 2.17710 -0.23 1.06 0.64 0.267
C -0.74276 -1.78274 8.49882 -0.61 0.52 0.21 -0.753
O -1.74619 -1.12683 7.70858 0.44 -0.19 0.35 0.074
C -2.73107 -0.39581 8.46919 0.88 -0.86 -0.15 -1.179
C -3.72744 0.16622 7.51502 -0.39 0.57 -0.25 0.187
N -3.47298 1.59244 7.24975 -1.54 -0.66 0.49 -0.357
C -4.54752 2.11861 6.41418 2.41 2.51 -1.69 -0.185
C -4.00276 3.48521 5.77138 0.09 -1.31 -0.24 -1.019
O -2.83959 3.18048 4.93050 -0.17 0.24 0.63 0.201
C -2.27016 4.24414 4.13463 -1.36 -0.13 0.40 -0.562
H -0.13375 -2.43688 7.87487 -0.19 0.21 -0.17 0.175
H -1.18076 -2.37294 9.30375 -0.35 -0.31 -0.06 0.379
H -0.10523 -1.07243 9.02524 0.23 0.34 -0.21 0.174
H -2.26836 0.44037 8.99340 0.13 -0.06 0.33 0.395
H -3.20321 -1.08187 9.17241 0.03 -0.05 0.23 0.520
H -4.74608 0.05644 7.88708 -0.02 0.31 0.43 0.604
H -3.76343 -0.45462 6.61983 0.37 -0.04 -0.42 -0.332
H -2.60383 1.71446 6.74997 0.10 -0.06 -0.19 0.056
H -5.50408 2.42205 6.83964 0.17 -0.54 0.77 0.407
H -4.71341 1.46113 5.56077 -0.39 -0.18 -0.22 0.044
H -3.73784 4.22926 6.52259 0.18 -0.16 0.26 0.398
H -4.86658 3.88169 5.23779 0.23 0.21 -0.70 0.440
H -1.36360 3.94127 3.61068 -0.29 -0.57 0.12 -0.269
H -1.99489 5.13905 4.69272 -0.17 0.00 0.44 0.356
H -3.05213 4.50427 3.42122 0.22 0.34 -0.36 0.359
C -5.35119 -1.80476 4.23135 0.24 0.01 1.03 -1.116
O -4.36978 -2.81333 4.04520 0.01 -0.52 -0.20 0.057
C -3.06751 -2.63338 4.64835 0.17 1.26 -1.76 0.983
C -2.02215 -3.63175 4.06111 -1.55 -0.95 0.92 0.160
N -1.97651 -4.84489 4.83434 1.99 -1.13 1.01 -0.191
C -1.22913 -4.76335 6.14340 -2.49 0.56 -0.96 0.393
C -1.53342 -5.99467 6.94830 0.65 -0.74 -1.29 -1.082
O -2.93270 -6.13417 7.10143 1.05 1.32 -0.74 -0.273
C -3.26837 -7.08164 8.01461 -1.20 -1.14 1.34 -0.879
H -5.06942 -0.83190 3.82853 0.00 -0.11 -0.74 0.258
H -5.56264 -1.55536 5.27116 0.41 -0.36 0.63 0.369
H -6.31861 -2.18670 3.90526 0.28 0.08 -0.70 0.382
H -3.19721 -2.59586 5.72996 0.41 -0.33 0.08 0.033
H -2.68814 -1.67531 4.29297 -0.22 0.55 0.37 -1.034
H -1.01693 -3.22991 3.93395 -0.13 0.33 0.19 -0.087
H -2.35054 -4.03796 3.10443 -0.24 0.89 -0.47 -0.283
H -2.91586 -5.19027 4.97015 0.04 -0.10 0.31 0.403
H -1.70925 -3.93700 6.66755 0.50 0.49 0.53 -0.315
H -0.16587 -4.57216 5.99841 -0.06 -0.18 -0.12 0.336
H -0.92902 -6.04754 7.85384 -0.42 0.25 0.54 0.548
H -1.21744 -6.84313 6.34136 0.27 -0.36 -0.07 0.358
H -4.33274 -7.27055 7.87486 -0.09 0.05 0.35 0.242
H -3.06024 -6.75275 9.03275 -0.18 0.21 0.32 0.320
H -2.79315 -8.06082 7.95570 0.49 -0.11 -0.66 0.338
C 1.37611 3.83462 4.96027 -0.11 -0.07 0.59 -0.449
O 1.69636 2.65718 5.69439 -0.80 -0.39 -0.06 -0.336
C 0.58834 1.96473 6.29225 0.09 -0.47 1.05 0.560
C 0.12539 2.51492 7.67784 1.86 1.93 -0.30 -0.517
N 1.32879 2.97504 8.53424 -2.70 -0.13 -1.11 -0.390
C 1.79414 1.84876 9.23639 1.67 -1.55 0.94 0.014
C 3.13270 2.17610 9.88935 -0.24 -0.23 0.26 -0.971
O 4.18584 2.36630 9.00560 0.41 2.01 -1.00 -0.333
C 4.93054 1.32877 8.49529 0.25 -1.22 0.17 -0.668
H 0.65820 3.69395 4.15224 0.04 -0.49 -0.16 -0.169
H 2.30892 4.21644 4.54531 -0.06 -0.02 0.10 0.317
H 0.92600 4.57728 5.61902 0.10 0.27 0.13 0.372
H 0.89710 0.94417 6.51861 0.64 -0.04 -0.36 0.074
H -0.26095 1.81565 5.62547 -0.14 0.51 -0.33 -0.056
H -0.42884 1.77073 8.24978 0.03 -0.04 -0.19 0.079
H -0.50747 3.39154 7.53954 -0.16 -0.02 0.05 0.105
H 2.07424 3.30908 7.94026 -0.02 0.03 -0.37 0.353
H 1.90949 0.97514 8.59485 0.18 -0.46 -0.27 0.140
H 1.14818 1.50159 10.04281 -0.46 0.38 0.09 0.293
H 3.48148 1.46534 10.63853 -0.48 -0.29 0.31 0.474
H 2.94759 3.14955 10.34348 0.33 0.04 0.32 0.325
H 4.37999 0.68052 7.81355 -0.22 0.00 -0.27 0.227
H 5.31140 0.67983 9.28391 0.03 -0.20 0.39 0.340
H 5.81682 1.70347 7.98323 -0.24 0.34 -0.07 0.252
C -3.02292 4.01930 -0.30616 0.71 -0.19 0.14 -1.008
O -1.67462 3.91666 -0.75853 -0.42 -0.96 -0.47 0.313
C -1.33409 5.10968 -1.43594 0.90 0.06 0.44 -1.427
C 0.14457 5.07161 -1.92646 -1.26 -0.02 -0.09 0.647
N 1.03913 4.93353 -0.80835 0.03 0.66 0.19 -0.460
C 2.38365 4.51616 -1.20555 -1.36 -0.64 0.45 0.480
C 3.08294 3.94181 -0.01174 1.40 -0.06 -0.16 -1.323
O 2.62971 2.65806 0.27105 -2.28 -2.07 1.07 0.034
C 3.10224 2.03222 1.49449 0.32 0.79 -1.17 -0.234
H -3.70000 4.26889 -1.12309 -0.02 0.34 -0.04 0.449
H -3.00391 4.77733 0.47687 -0.62 0.17 0.11 0.330
H -3.37837 3.06953 0.09344 0.40 -0.08 0.12 0.185
H -1.46080 5.86940 -0.66466 0.31 0.75 -0.15 0.462
H -2.08010 5.31603 -2.20341 0.23 -0.03 -0.49 0.447
H 0.35278 5.97185 -2.50466 -0.03 0.27 0.13 0.179
H 0.31678 4.24301 -2.61338 -0.44 -0.39 -0.35 -0.335
H 0.59626 4.25868 -0.20127 0.38 -0.38 0.23 0.194
H 2.93097 5.34802 -1.64889 0.07 0.04 0.12 0.357
H 2.29933 3.70218 -1.92558 0.22 -0.15 -0.55 -0.177
H 2.95402 4.63040 0.82332 0.37 0.01 0.28 0.310
H 4.10977 3.73263 -0.31167 0.71 1.00 0.32 0.571
H 2.66556 2.43874 2.40671 0.33 0.76 -0.01 0.108
H 4.18347 2.11071 1.38103 0.24 -0.03 0.97 0.428
H 2.85073 0.97678 1.59888 -0.18 -0.05 -0.95 -0.354
C 6.78062 6.84824 -7.08307 -0.14 -0.11 0.26 -0.814
O 7.08817 6.13067 -5.89093 -0.31 -0.74 -0.67 -0.422
C 6.12055 5.16221 -5.41033 1.06 1.77 -0.27 0.629
C 6.76225 4.49646 -4.15624 -2.89 0.13 -0.67 -0.655
N 7.36695 3.25322 -4.42160 1.31 -2.07 0.59 -0.357
C 6.57594 2.03122 -4.83234 -0.60 1.83 0.32 -0.756
C 5.35745 1.64290 -3.90792 1.87 1.42 -0.26 0.257
O 4.83259 0.44379 -4.31802 -0.97 -1.31 -0.38 -0.457
C 3.69330 0.12639 -3.53509 -0.82 -0.23 -0.82 -0.423
H 6.24059 6.32922 -7.87496 0.22 -0.96 0.05 0.304
H 7.74043 7.17299 -7.48482 -0.20 0.26 0.02 0.311
H 6.09547 7.67808 -6.90979 0.25 0.48 0.47 0.283
H 5.82617 4.44194 -6.17365 0.50 -0.39 -0.25 0.219
H 5.19364 5.71892 -5.27243 -0.23 0.09 0.80 -0.453
H 5.85872 4.30251 -3.57822 0.26 0.16 0.94 0.142
H 7.49160 5.11555 -3.63386 -0.43 0.42 -0.15 0.406
H 8.06134 3.47552 -5.12054 0.33 -0.77 -0.17 0.277
H 7.22633 1.15772 -4.87810 0.10 0.26 -0.18 0.284
H 6.24261 2.37548 -5.81136 -0.66 -1.23 -0.42 0.339
H 4.58800 2.41462 -3.92999 -0.12 0.30 0.07 -0.162
H 5.71664 1.51310 -2.88702 0.18 0.42 0.37 0.311
H 3.13468 -0.70268 -3.96948 0.73 -0.61 -0.11 -0.030
H 2.90526 0.87371 -3.62784 0.31 0.82 0.38 0.147
H 3.90915 -0.09340 -2.48953 0.22 0.13 0.09 0.429
C 2.48491 -5.66450 -7.26619 0.00 -0.79 0.13 -0.827
O 2.02698 -5.51265 -5.90613 0.35 0.07 -1.78 -0.293
C 2.45180 -4.25408 -5.45143 -0.61 0.94 1.26 -0.790
C 1.48357 -3.70394 -4.38741 1.03 -2.29 -0.51 0.342
N 1.65508 -4.48267 -3.16036 -0.52 2.13 1.50 -0.363
C 0.82952 -3.88798 -2.02657 0.13 -2.63 -1.50 0.041
C 1.01431 -4.76767 -0.80725 0.72 0.65 1.69 -0.562
O 0.29976 -5.97935 -0.85262 -0.23 -0.01 -1.36 -0.354
C 0.13922 -6.76317 0.30384 -0.18 -0.10 -0.51 -0.669
H 2.22041 -6.65180 -7.64485 -0.35 0.00 0.29 0.272
H 3.56682 -5.62039 -7.39113 0.31 0.17 0.56 0.332
H 2.09831 -4.91974 -7.96187 -0.44 0.23 0.25 0.318
H 2.40276 -3.49127 -6.22850 0.48 -0.16 -0.49 0.447
H 3.43213 -4.34717 -4.98411 0.33 0.22 -0.28 0.333
H 0.51718 -3.84764 -4.87067 -0.59 0.54 0.25 0.258
H 1.75568 -2.65959 -4.23451 -0.30 0.02 0.26 -0.383
H 1.43877 -5.46739 -3.22071 -0.20 0.02 -0.50 0.358
H -0.22078 -4.06430 -2.25868 -0.48 0.64 -0.23 0.239
H 1.02711 -2.82120 -1.92141 0.14 -0.22 0.37 -0.265
H 0.68423 -4.22107 0.07614 -0.18 0.33 0.28 0.180
H 2.07333 -4.96811 -0.64474 0.33 -0.09 -0.11 0.590
H -0.58644 -7.51410 -0.00860 -0.12 -0.03 0.26 0.194
H -0.27310 -6.19544 1.13797 0.12 0.13 0.20 0.205
H 1.02771 -7.31987 0.60182 0.40 0.28 0.07 0.338
C -2.24268 0.71057 2.95113 -0.07 0.35 -0.19 -0.075
O -1.63923 0.18520 1.78007 0.33 0.39 0.57 0.016
C -0.25292 0.60835 1.59500 -1.28 -1.35 -0.14 -0.607
C 0.37103 -0.51522 0.75200 -1.87 0.65 0.97 -0.549
N -0.51118 -0.79328 -0.40694 2.34 0.07 -0.51 1.401
C -0.60022 0.26807 -1.45446 -1.23 -2.28 0.76 -0.148
C 0.73007 0.63212 -2.04611 -1.02 1.95 0.53 0.374
O 0.48472 1.42929 -3.23210 0.56 -1.10 -0.77 1.503
C 0.04583 0.59583 -4.33323 0.08 0.01 0.57 -0.531
H -3.31969 0.55169 2.89725 0.03 -0.23 -0.12 0.251
H -2.11415 1.78439 3.08712 0.20 0.15 -0.36 -0.243
H -1.87146 0.26721 3.87511 0.21 -0.33 0.07 -0.168
H 0.22867 0.55429 2.57135 0.21 0.87 0.14 0.607
H -0.30443 1.55531 1.05768 0.52 0.36 0.41 -0.087
H 0.31113 -1.35888 1.43957 -0.08 -0.49 -0.25 -0.058
H 1.44136 -0.31305 0.71151 -0.01 -0.06 -1.33 0.090
H -1.41882 -1.02602 -0.02995 0.02 0.15 -0.07 -0.582
H -1.23391 1.08093 -1.09978 0.49 0.70 -0.16 -0.043
H -1.17293 -0.22323 -2.24106 -0.22 0.03 -0.09 -0.187
H 1.37170 -0.24001 -2.17177 0.00 -0.05 -0.37 -0.516
H 1.15824 1.33559 -1.33204 0.72 -0.04 -0.20 -0.509
H -1.00337 0.33459 -4.19530 -0.03 -0.08 -0.21 -0.161
H 0.64531 -0.31275 -4.38989 0.04 -0.28 0.26 0.070
H 0.16437 1.04256 -5.32039 0.01 0.73 0.33 0.027
```
Positions in Å, forces in eV/Å.

HOMO level = -7.4305 eV
relative energy (zero: lowest compared OMol25 entry of this formula, charge and spin) = 333.2 kJ/mol
max |F| = 3.98 eV/A
SMILES string = CC1(C)CCCC(C)(C)N1O.CC1(C)CCCC(C)(C)N1O.CC1(C)CCCC(C)(C)N1O.CC1(C)CCCC(C)(C)N1O.COCCNCCOC.COCCNCCOC.COCCNCCOC.COCCNCCOC.COCCNCCOC.COCCNCCOC.COCCNCCOC
electronic energy = -5036.428348 Eh